Entry 1:
Below is an isolated molecule of C3H5ClN2O in a non-equilibrium geometry, with properties calculated with wB97M-V/def2-TZVPD.

For the HOMO-LUMO gap, the calculation gives 10.15 eV.

XYZ file:
```
12
Properties=species:S:1:pos:R:3:forces:R:3
H 2.425 0.392 -0.299 0.66 0.89 -0.18
N 2.034 1.359 -0.316 -1.56 -1.28 0.11
C 0.786 1.075 -0.338 1.16 1.45 -0.01
N 0.278 -0.232 -0.454 -0.98 -0.47 0.26
O 1.231 -1.257 -0.281 0.80 0.64 0.60
C -0.655 -0.476 0.583 -0.62 -1.84 1.12
C -1.970 -0.251 0.525 1.54 1.34 -0.98
Cl -2.573 0.752 -0.785 -0.16 -0.46 0.20
H -0.048 1.825 -0.257 0.98 -0.73 -0.24
H 1.309 -1.745 -1.096 -0.28 -0.03 -0.76
H -0.152 -1.071 1.409 -1.10 0.88 -0.80
H -2.665 -0.371 1.310 -0.44 -0.39 0.67
```
Positions in Å, forces in eV/Å.

=====

Entry 2:
Below is a structure of composition C3H2BiFO2 in a non-equilibrium geometry, with properties calculated with wB97M-V/def2-TZVPD.

For the HOMO-LUMO gap (spin up / spin down), the calculation gives 6.24 / 8.95 eV. The spin multiplicity is 2. As for the expectation value of S²: 0.753. Its total charge is +3.

XYZ file:
```
9
Properties=species:S:1:pos:R:3:forces:R:3
H -3.246 -1.506 -0.810 -0.13 -1.38 0.19
F 0.236 1.457 0.694 -0.70 -1.83 -0.51
O 0.994 -0.516 0.204 -4.06 0.04 -0.33
O -2.682 -0.855 -1.268 2.54 4.62 0.37
C 0.014 0.185 0.448 1.27 1.37 2.47
C -1.375 -0.330 0.711 1.31 2.48 -2.05
C -1.906 -0.175 -0.521 -5.09 -5.54 -0.17
H -1.870 -0.071 1.648 -0.30 0.52 0.24
Bi 2.958 -0.535 0.169 5.15 -0.28 -0.20
```
Positions in Å, forces in eV/Å.

=====

Entry 3:
Below is a cluster of 2 separate species, Cl2O8 in total in a non-equilibrium geometry, with properties calculated with wB97M-V/def2-TZVPD.

For the HOMO-LUMO gap, the calculation gives 9.25 eV. Its total charge is -2.

XYZ file:
```
10
Properties=species:S:1:pos:R:3:forces:R:3
Cl 1.153 2.240 -1.146 -0.02 -0.14 -0.65
O 2.474 2.520 -1.692 0.07 0.11 0.19
O 0.918 3.061 0.018 0.13 0.16 0.24
O 0.170 2.582 -2.161 -0.02 -0.07 0.08
O 1.061 0.847 -0.807 0.03 0.27 -0.03
Cl -1.140 -2.238 1.154 -0.94 -0.30 -0.38
O -0.836 -1.311 0.099 -0.28 -0.19 0.17
O -0.893 -3.599 0.690 0.41 0.14 0.27
O -0.353 -1.922 2.317 0.36 -0.28 0.27
O -2.553 -2.180 1.529 0.25 0.30 -0.17
```
Positions in Å, forces in eV/Å.

=====

Entry 4:
Below is the ion C3H6N3 with charge +1 in a non-equilibrium geometry, with properties calculated with wB97M-V/def2-TZVPD.

For the HOMO-LUMO gap, the calculation gives 10.63 eV. Its total charge is +1.

XYZ file:
```
12
Properties=species:S:1:pos:R:3:forces:R:3
C -1.125 0.831 0.523 -1.29 0.69 0.21
N -0.643 -0.223 -0.256 0.63 -2.22 0.17
N -1.394 -0.908 -0.967 -0.76 -0.35 -1.11
N -0.676 -1.884 -1.707 -1.65 0.63 0.71
C 0.528 -1.714 -1.378 0.65 1.67 1.37
C 0.703 -0.613 -0.357 1.42 -2.15 -1.86
H -0.902 1.802 0.100 -0.57 0.16 -0.51
H -2.125 0.491 0.674 -1.19 1.14 0.07
H -0.674 0.833 1.457 1.14 -0.27 1.84
H 1.315 -2.303 -1.708 1.29 -1.08 -0.85
H 1.422 -1.010 0.389 -1.15 0.71 0.70
H 1.109 0.249 -0.808 1.48 1.09 -0.74
```
Positions in Å, forces in eV/Å.

=====

Entry 5:
Below is a cluster of 2 separate species, C15H32BClNO9S2 in total in a non-equilibrium geometry, with properties calculated with wB97M-V/def2-TZVPD.

For the HOMO-LUMO gap, the calculation gives 2.63 eV. Its total charge is -1.

XYZ file:
```
61
Properties=species:S:1:pos:R:3:forces:R:3
C 3.006 -2.520 1.118 -0.46 0.12 -0.05
O 3.447 -1.809 -0.028 0.23 0.12 0.14
C 3.562 -2.632 -1.168 -0.20 -0.39 -0.07
C 2.260 -2.737 -2.006 -0.27 0.44 0.05
C 1.091 -1.938 -1.430 0.26 0.78 -0.16
C -0.032 -1.679 -2.446 -0.12 -0.84 0.44
C -1.459 -1.690 -1.851 0.72 0.61 -1.11
C -1.949 -0.395 -1.179 -0.86 -1.29 0.70
N -1.325 0.860 -1.729 -0.22 0.61 0.30
C -0.048 1.285 -1.054 0.64 0.73 0.00
C 0.170 2.816 -1.113 0.00 -0.72 -0.39
C 1.657 3.148 -1.357 0.03 0.52 0.96
C 2.257 4.093 -0.269 0.36 -0.30 -1.22
C 3.367 3.441 0.574 -0.97 1.07 -0.21
S 2.946 3.032 2.287 2.07 -1.81 0.54
O 4.050 3.467 3.083 -0.35 1.27 0.19
O 2.735 1.619 2.376 -1.21 0.12 -0.54
Cl 1.222 3.989 2.845 0.39 -0.08 -0.30
C 0.082 0.827 0.414 0.61 -0.46 0.11
O -0.469 -0.425 0.696 -0.21 0.26 -0.03
C -1.853 -0.374 0.336 0.17 0.57 -0.72
B -2.787 -1.465 1.047 -0.68 -1.12 0.58
C -2.769 -1.709 2.561 1.58 0.54 -0.67
O -3.653 -2.240 0.290 0.48 1.10 -0.96
H 3.829 -2.994 1.658 0.10 -0.15 -0.19
H 2.255 -3.252 0.815 0.08 -0.24 0.22
H 2.511 -1.836 1.805 0.06 0.22 -0.09
H 4.356 -2.217 -1.787 0.04 0.09 0.05
H 3.873 -3.638 -0.870 0.13 0.01 0.04
H 1.918 -3.765 -2.130 0.24 -0.15 -0.06
H 2.471 -2.336 -3.000 -0.02 -0.14 -0.12
H 0.703 -2.393 -0.523 -0.14 -0.14 -0.02
H 1.479 -0.974 -1.106 0.11 -0.04 0.22
H 0.007 -2.498 -3.168 -0.14 0.04 -0.14
H 0.162 -0.772 -3.028 0.11 0.00 -0.07
H -1.548 -2.553 -1.201 -0.22 0.19 0.32
H -2.131 -1.873 -2.691 -0.12 -0.09 0.04
H -3.016 -0.328 -1.391 -0.03 0.22 -0.13
H -1.198 0.811 -2.740 0.18 -0.14 0.03
H -2.008 1.607 -1.589 -0.07 -0.08 0.16
H 0.764 0.865 -1.633 -0.18 -0.49 -0.11
H -0.189 3.228 -0.171 0.03 0.21 0.00
H -0.430 3.264 -1.908 -0.07 -0.02 -0.03
H 2.289 2.261 -1.362 -0.26 -0.27 -0.10
H 1.787 3.606 -2.334 -0.09 0.04 -0.08
H 2.736 4.902 -0.819 0.03 0.19 0.17
H 1.469 4.559 0.315 0.06 -0.06 0.20
H 3.731 2.515 0.139 -0.16 -0.28 0.23
H 4.212 4.121 0.614 0.04 0.03 0.51
H 1.152 0.751 0.619 0.09 0.06 -0.05
H -0.289 1.591 1.107 -0.38 0.00 -0.10
H -2.231 0.614 0.660 -0.31 -0.18 0.25
H -2.324 -0.863 3.083 -0.21 -0.09 0.35
H -2.194 -2.612 2.800 -0.27 -0.12 0.08
H -3.819 -1.803 2.739 -0.83 -0.18 0.93
H -4.522 -1.786 0.225 -0.56 -0.37 0.78
O -5.051 0.110 3.423 0.08 0.08 -0.22
S -6.277 -0.631 2.986 -0.05 0.14 0.63
O -6.142 -0.912 1.511 0.43 -0.13 -0.79
O -7.487 0.187 3.235 0.19 -0.11 -0.25
O -6.358 -1.921 3.721 0.13 0.08 -0.25
```
Positions in Å, forces in eV/Å.

=====

Entry 6:
Below is a cluster of 2 separate species, C4H11N3O in total in a non-equilibrium geometry, with properties calculated with wB97M-V/def2-TZVPD.

For the HOMO-LUMO gap, the calculation gives 9.07 eV.

XYZ file:
```
19
Properties=species:S:1:pos:R:3:forces:R:3
C 1.790 -0.830 -0.057 -0.29 -0.36 -0.34
N 0.503 -0.486 0.510 -1.19 -1.64 -0.19
C -0.238 0.568 -0.158 -0.58 -0.75 -0.21
C -1.290 1.129 0.800 0.22 -0.09 -0.14
C -0.922 0.089 -1.456 -0.13 0.51 0.22
O -0.028 -0.242 -2.496 0.27 -0.01 -0.20
H 2.260 -1.587 0.570 0.10 0.02 0.02
H 1.715 -1.206 -1.083 0.19 -0.09 0.07
H 2.425 0.058 -0.075 0.01 0.03 0.10
H -0.094 -1.355 0.858 1.59 2.59 -1.83
H 0.474 1.365 -0.412 0.02 -0.12 0.03
H -0.822 1.388 1.747 -0.03 0.17 -0.02
H -2.048 0.376 1.013 -0.14 -0.07 -0.02
H -1.775 2.002 0.370 -0.08 0.06 0.06
H -1.628 0.863 -1.791 -0.04 -0.07 -0.01
H -1.490 -0.824 -1.255 0.01 0.10 0.09
H 0.472 0.547 -2.737 -0.07 -0.08 0.01
N 0.633 -0.455 2.725 -1.70 -3.13 2.28
N 0.063 -1.399 2.927 1.85 2.93 0.11
```
Positions in Å, forces in eV/Å.